Formula: C7H7FN2O
Source: the Open Molecules 2025 dataset
Level of theory: ωB97M-V/def2-TZVPD

Geometry as ORCA input:
```
! RIJCOSX wB97M-V def2-TZVPD def2/J DEFGRID3
* xyz 0 1
C -1.7598 0.1242 -0.2936
N -2.3826 -1.0166 -0.0839
N -2.3721 1.2634 -0.3909
H 0.5029 2.5185 1.8641
H 1.4108 -0.8617 -0.4529
H 0.1276 -3.1284 0.1183
H -0.2698 2.1359 -1.4064
H 1.2453 1.1657 -1.7941
C 0.3896 -1.0197 -0.2005
C 0.3218 2.6095 0.8397
H -2.2337 -3.0668 0.1830
C 0.4186 1.2979 -1.0749
F -3.7119 1.3301 0.1696
H -0.7022 2.6870 0.3534
O 1.0572 1.7975 0.0715
C -0.3292 -2.1617 0.1373
C -0.3593 0.0970 -0.5140
C -1.6916 -2.1274 0.1701
*
```

The calculation puts the HOMO-LUMO gap (alpha / beta) at 9.48 / 5.43 eV. As for the energy above the lowest of the compared OMol25 structures with the same formula, charge and spin: 463.1 kJ/mol. Its LUMO energy (alpha / beta) is 0.43 / -2.09 eV. For the total energy, the calculation gives -555.323297 a.u.

=====

Formula: C7H7FN3O4
Source: the Open Molecules 2025 dataset
Level of theory: ωB97M-V/def2-TZVPD

Geometry as ORCA input:
```
! RIJCOSX wB97M-V def2-TZVPD def2/J DEFGRID3
* xyz -1 3
H 1.3755 -0.2085 2.1335
N -1.6933 -1.2845 1.3497
C -0.4690 0.5475 -0.6453
H 1.7467 1.8904 0.4409
N -0.4989 0.4595 -2.0091
N -1.3304 1.4964 -0.0806
C 0.5059 -0.3254 1.5008
F -2.9761 -1.2561 -0.5424
O -1.2146 1.8226 1.1080
C -2.0409 -0.8048 0.2672
O 2.3208 -1.8212 -0.1445
C -0.5761 -0.9206 2.0466
C 1.2556 -1.4745 -0.5941
O 0.4997 -1.9311 -1.4316
C 0.7091 0.0265 0.0968
H 2.0224 1.1945 -1.1643
C 1.9026 0.9635 -0.1084
H -0.6034 -1.2172 3.0841
O -2.1674 2.0227 -0.8414
H -1.3732 0.8081 -2.3917
H -0.1992 -0.4618 -2.3260
H 2.8042 0.4739 0.2518
*
```

The calculation puts the HOMO-LUMO gap (alpha / beta) at 6.88 / 6.00 eV. As for the energy above the lowest of the compared OMol25 structures with the same formula, charge and spin: 0.0 kJ/mol. Its LUMO energy (alpha / beta) is 3.65 / 1.39 eV. For the total energy, the calculation gives -835.881385 a.u.

=====

Formula: C7H7FNO
Source: the Open Molecules 2025 dataset
Level of theory: ωB97M-V/def2-TZVPD

Geometry as ORCA input:
```
! RIJCOSX wB97M-V def2-TZVPD def2/J DEFGRID3
* xyz 1 1
H 0.2005 -1.6984 -2.7524
H -1.9429 -1.2429 1.8382
C 0.0930 1.4150 2.0855
H -1.2015 0.2528 3.3466
C -1.3125 -0.5452 1.4651
H 1.7091 -1.9480 -1.9220
C -1.2335 -0.5355 0.0189
H 1.7435 -0.7201 -3.3475
N 0.5264 -0.0671 -1.7313
F 1.8523 1.9588 0.4728
C -0.8078 0.2728 2.3856
O 0.8409 1.0902 -2.1038
C 1.1023 -1.1540 -2.4746
H 0.1135 2.2201 2.7212
C -0.1609 -0.2335 -0.6693
C 0.7827 1.6852 1.0369
H -2.3050 -0.7504 -0.3701
*
```

The calculation puts the HOMO-LUMO gap (alpha / beta) at 7.17 / 7.16 eV. As for the energy above the lowest of the compared OMol25 structures with the same formula, charge and spin: 515.9 kJ/mol. Its LUMO energy (alpha / beta) is -6.19 / -6.19 eV. For the total energy, the calculation gives -500.209316 a.u.

=====

Formula: C7H7FO3
Source: the Open Molecules 2025 dataset
Level of theory: ωB97M-V/def2-TZVPD

Geometry as ORCA input:
```
! RIJCOSX wB97M-V def2-TZVPD def2/J DEFGRID3
* xyz 0 1
C 2.0076 -0.4411 -0.5906
H 0.5520 -2.2444 1.4992
C -0.0162 0.6620 0.3423
C 0.5267 -0.6417 -0.2388
O 3.2933 1.7255 0.3487
C 2.3259 -1.5497 0.3541
H -2.6139 0.6674 -0.3419
O -1.9933 0.7167 -1.0792
C 2.2616 1.1588 0.2476
F 2.4563 -0.3963 -1.8651
H -0.2598 1.5647 -1.6094
O 1.0890 1.4813 0.7440
C 1.0552 -1.6689 0.7470
C -0.8526 1.4337 -0.6991
H 3.2561 -2.0142 0.6176
H -0.6116 0.4874 1.2472
H -1.1030 2.4245 -0.2959
H -0.1140 -1.0237 -1.0323
*
```

The calculation puts the HOMO-LUMO gap at 9.86 eV. As for the energy above the lowest of the compared OMol25 structures with the same formula, charge and spin: 0.0 kJ/mol. Its LUMO energy is 0.55 eV. For the total energy, the calculation gives -596.445466 a.u.

=====

Formula: C7H7FOS
Source: the Open Molecules 2025 dataset
Level of theory: ωB97M-V/def2-TZVPD

Geometry as ORCA input:
```
! RIJCOSX wB97M-V def2-TZVPD def2/J DEFGRID3
* xyz 0 1
F 2.4704 1.4134 2.3658
H 1.8102 1.2417 -0.3074
C -0.0246 -0.7010 -0.2673
O 1.2131 -2.6357 0.3027
S -1.1648 -0.8874 1.0811
C 1.3851 0.6384 0.4651
H 1.1231 -0.0896 2.4434
H -2.2545 1.6629 -1.2806
H 0.0074 0.6620 -1.9607
C -2.1153 0.4610 0.4693
C -0.6908 0.0500 -1.3898
H -2.8789 0.8619 1.1065
C 1.6026 0.5851 1.7476
C -1.7822 0.8549 -0.7513
C 0.9561 -1.7638 -0.4828
H -1.1396 -0.6724 -2.0853
H 1.4829 -1.6814 -1.4562
*
```

The calculation puts the HOMO-LUMO gap at 8.76 eV. As for the energy above the lowest of the compared OMol25 structures with the same formula, charge and spin: 132.7 kJ/mol. Its LUMO energy is 0.31 eV. For the total energy, the calculation gives -844.106012 a.u.

=====

Formula: C7H7GdO6S
Source: the Open Molecules 2025 dataset
Level of theory: ωB97M-V/def2-TZVPD

Geometry as ORCA input:
```
! RIJCOSX wB97M-V def2-TZVPD def2/J DEFGRID3
* xyz 2 8
O 2.5679 -0.7751 -2.0352
O -2.0789 -2.3757 -1.8791
C 1.2516 1.9833 0.8165
H -4.4242 0.9727 2.8345
C -3.6510 1.7424 2.6309
C -1.8540 -0.4121 2.9957
H -3.2147 2.1538 3.5610
O 1.1731 -2.2698 2.4066
S -2.2606 0.9014 1.8470
H -2.6208 -0.3467 3.7604
H -1.8232 -1.4094 2.5479
H -3.9741 2.5840 1.9778
O -2.7457 0.0554 0.6250
H -0.8837 -0.1390 3.4004
O -1.6359 2.2484 -1.3906
Gd -0.4701 0.1823 -0.0733
H -0.0767 1.4350 -2.6815
C 1.6745 -0.4905 -1.3678
C -0.7096 1.5790 -1.7670
O 1.9041 2.8742 1.1515
C 0.8412 -1.5428 1.5680
C -1.3921 -1.6421 -1.3196
*
```

The calculation puts the HOMO-LUMO gap (alpha / beta) at 6.31 / 8.76 eV. As for the energy above the lowest of the compared OMol25 structures with the same formula, charge and spin: 787.8 kJ/mol. Its LUMO energy (alpha / beta) is -8.53 / -9.31 eV. For the total energy, the calculation gives -1885.240164 a.u.

=====

Formula: C7H7N
Source: the Open Molecules 2025 dataset
Level of theory: ωB97M-V/def2-TZVPD

Geometry as ORCA input:
```
! RIJCOSX wB97M-V def2-TZVPD def2/J DEFGRID3
* xyz 0 1
C -0.1752 1.2190 0.2235
C 0.3452 -0.1792 0.1704
H -1.0744 -1.5407 -0.9641
C -0.2861 -0.7578 1.4366
H 0.1088 1.6374 -0.7841
H -2.5528 -0.0350 2.1566
H -2.4193 1.0493 -0.4121
C 1.6766 -0.3118 -0.6791
C -1.5096 0.4630 -0.0263
H 0.3606 -1.0556 2.4985
C -0.5625 -0.4563 -0.9334
C -1.5851 -0.2164 1.3313
N 2.6123 -0.0623 -1.5492
H 0.1765 1.7954 1.1647
H -0.3051 0.0227 -1.9532
*
```

The calculation puts the HOMO-LUMO gap at 10.14 eV. As for the energy above the lowest of the compared OMol25 structures with the same formula, charge and spin: 573.8 kJ/mol. Its LUMO energy is 0.69 eV. For the total energy, the calculation gives -325.440151 a.u.

=====

Formula: C7H7N
Source: the Open Molecules 2025 dataset
Level of theory: ωB97M-V/def2-TZVPD

Geometry as ORCA input:
```
! RIJCOSX wB97M-V def2-TZVPD def2/J DEFGRID3
* xyz 0 1
C 0.2053 0.2101 0.8556
C -0.0496 0.9545 -0.3509
H 0.5516 0.8830 -1.2402
H 1.8719 -1.1717 -2.1619
H -0.8368 2.9573 -0.8679
H 0.9993 -0.4789 0.9899
H -2.4354 1.5167 2.3717
C -1.7302 1.2420 1.7160
C 1.8526 -3.4828 -2.0324
C -0.9606 2.0436 -0.2284
C 1.7579 -2.2772 -2.2701
N -1.7582 2.2923 0.7319
H -0.7846 -0.3315 2.7902
H 2.1498 -4.4889 -2.1526
C -0.8329 0.1314 1.8492
*
```

The calculation puts the HOMO-LUMO gap at 10.01 eV. As for the energy above the lowest of the compared OMol25 structures with the same formula, charge and spin: 327.4 kJ/mol. Its LUMO energy is 0.60 eV. For the total energy, the calculation gives -325.534003 a.u. As for the SMILES: c1ccncc1.C#C.

=====

Formula: C7H7N
Source: the Open Molecules 2025 dataset
Level of theory: ωB97M-V/def2-TZVPD

Geometry as ORCA input:
```
! RIJCOSX wB97M-V def2-TZVPD def2/J DEFGRID3
* xyz 0 1
C -0.1633 -0.1582 1.9974
C -1.3632 0.0654 -1.4900
H 2.0506 -0.3455 0.2518
H 1.9467 0.2645 2.3639
C 1.0991 -0.1239 -0.2384
H -2.2307 -0.2098 0.3983
H -1.1802 -0.1940 2.5285
H -0.0825 0.6444 -3.1940
N 1.0617 0.1245 -1.5723
C -0.1260 -0.1595 0.4675
C -0.1347 0.2267 -2.1774
H 0.8962 0.0313 3.8812
C -1.3375 -0.0949 -0.1548
C 0.9418 0.0462 2.7339
H -2.3281 0.1267 -2.0536
*
```

The calculation puts the HOMO-LUMO gap at 9.46 eV. As for the energy above the lowest of the compared OMol25 structures with the same formula, charge and spin: 35.6 kJ/mol. Its LUMO energy is 0.58 eV. For the total energy, the calculation gives -325.645127 a.u. As for the SMILES: C=Cc1cccnc1.

=====

Formula: C7H7N2
Source: the Open Molecules 2025 dataset
Level of theory: ωB97M-V/def2-TZVPD

Geometry as ORCA input:
```
! RIJCOSX wB97M-V def2-TZVPD def2/J DEFGRID3
* xyz 1 1
H 3.1019 -0.8010 -0.2675
H -2.6725 -0.6457 1.0062
C 1.0563 -1.6941 0.1692
C 1.8392 0.7234 -0.2483
C -2.3488 -0.3788 0.0780
H 2.8124 1.2276 -0.3424
H -2.0766 1.7446 -0.7142
N -0.4276 1.1667 -0.0063
H 1.0643 2.6236 0.4638
N -1.3862 -1.4101 -0.3526
H 1.4101 -2.4256 0.8865
C -0.2679 -1.5580 0.0311
H -3.2021 -0.4822 -0.6624
C 0.7592 1.5834 0.1382
C 2.0182 -0.6159 -0.1432
C -1.6800 0.9422 -0.0362
*
```

The calculation puts the HOMO-LUMO gap (alpha / beta) at 7.53 / 7.52 eV. As for the energy above the lowest of the compared OMol25 structures with the same formula, charge and spin: 257.7 kJ/mol. Its LUMO energy (alpha / beta) is -5.78 / -5.78 eV. For the total energy, the calculation gives -380.041840 a.u. As for the SMILES: C1#[N+]C/C=N/C=C\C=C/1.

=====

Formula: C7H7N2P
Source: the Open Molecules 2025 dataset
Level of theory: ωB97M-V/def2-TZVPD

Geometry as ORCA input:
```
! RIJCOSX wB97M-V def2-TZVPD def2/J DEFGRID3
* xyz 0 1
H -3.1422 -0.6101 2.3883
N 0.8516 1.7751 0.0276
N -1.2923 1.7833 1.3015
C -0.0081 2.1611 0.8660
C 0.9327 0.5151 -0.5012
C 1.5626 0.1213 -1.8086
H -0.1463 -0.8413 1.1291
H -2.3339 -0.9395 0.8423
H 1.5262 -2.9779 -0.2637
H 2.1966 0.8680 -2.4544
C -2.7379 -0.1889 1.5134
C 1.4512 -1.2285 -2.0876
P 0.5876 -2.1969 -0.8691
H 0.1793 3.1414 1.3680
C -1.9281 0.7632 1.4193
H 1.8532 -1.5369 -2.9457
C 0.4478 -0.6084 0.0750
*
```

The calculation puts the HOMO-LUMO gap at 8.64 eV. As for the energy above the lowest of the compared OMol25 structures with the same formula, charge and spin: 251.2 kJ/mol. Its LUMO energy is 0.11 eV. For the total energy, the calculation gives -721.617027 a.u. As for the SMILES: C=C=N/C=N\c1cc[pH]c1.

=====

Formula: C7H7N3
Source: the Open Molecules 2025 dataset
Level of theory: ωB97M-V/def2-TZVPD

Geometry as ORCA input:
```
! RIJCOSX wB97M-V def2-TZVPD def2/J DEFGRID3
* xyz 0 1
N -1.7811 -1.3966 0.0234
H -2.9410 1.4863 0.0040
H -0.1621 2.7651 -0.0224
H 3.7339 -0.5725 0.8865
H 3.7673 0.1052 -0.7548
C 3.2729 -0.5802 -0.1075
H 1.0335 -2.1520 0.1148
C 1.8348 -0.1443 0.0245
N -2.7785 -0.5358 -0.1210
C 0.1321 1.7079 -0.0010
H 2.2481 2.0105 0.1160
H 3.2050 -1.6295 -0.5267
C 1.4567 1.2405 0.0337
N -2.2485 0.7065 -0.0171
C -0.5504 -0.6890 0.0919
C 0.8258 -1.0927 0.0990
C -0.8433 0.6525 0.0238
*
```

The calculation puts the HOMO-LUMO gap at 9.44 eV. As for the energy above the lowest of the compared OMol25 structures with the same formula, charge and spin: 83.4 kJ/mol. Its LUMO energy is 0.52 eV. For the total energy, the calculation gives -435.172510 a.u. As for the SMILES: Cc1ccc2[nH]nnc2c1.

=====

Formula: C7H7N3O3S2
Source: the Open Molecules 2025 dataset
Level of theory: ωB97M-V/def2-TZVPD

Geometry as ORCA input:
```
! RIJCOSX wB97M-V def2-TZVPD def2/J DEFGRID3
* xyz 0 3
H 5.1165 -0.9794 2.0644
C 2.5951 -0.3969 -0.3379
C 1.4345 -0.3919 -0.5696
C -4.2352 -0.1581 -0.5819
C 0.0059 -0.5905 -0.6808
H -2.3441 -0.9483 -1.1293
S 0.1104 1.6582 0.7064
C -0.3597 2.9502 -0.2896
N -0.7123 0.4280 -0.0819
H -4.6602 -1.1142 -0.5171
N -2.8000 -0.3148 -0.5338
O -2.5484 1.2032 1.1169
O -0.5504 -1.5107 -1.2693
H -4.5841 0.6594 0.1360
H 3.5273 -0.6865 2.3786
S 4.3146 -0.1596 -0.0537
N -0.6396 3.8411 -0.9587
C 4.2315 -1.0188 1.5946
H -4.5300 0.1753 -1.4715
C -2.1397 0.4838 0.2498
O 4.9646 -1.1384 -0.9632
H 3.8034 -1.9911 1.1916
*
```

The calculation puts the HOMO-LUMO gap (alpha / beta) at 5.95 / 4.63 eV. Its LUMO energy (alpha / beta) is -0.20 / -5.12 eV. For the total energy, the calculation gives -1456.986318 a.u.

=====

Formula: C7H7N3O5Pt
Source: the Open Molecules 2025 dataset
Level of theory: ωB97M-V/def2-TZVPD

Geometry as ORCA input:
```
! RIJCOSX wB97M-V def2-TZVPD def2/J DEFGRID3
* xyz 2 5
O 2.4268 0.1020 -1.0288
C 1.4493 -0.8030 0.9445
H -1.6461 3.0941 -2.4503
N -0.2470 1.9843 -3.3902
C -0.9889 -1.1360 2.1199
O -1.5309 0.4872 -1.1577
C -0.8606 -0.6454 0.8445
H 2.3557 -1.4974 2.7667
H -1.9624 -1.2363 2.5821
N -1.4794 2.4312 -3.2058
C 0.1735 -1.4906 2.8148
H 0.8309 -2.2252 4.4677
H 0.4723 2.6909 -3.2314
C 2.6204 -0.4227 0.0663
H -0.1297 1.5147 -4.2918
C -1.9765 -0.1394 -0.0203
H -2.2559 1.8528 -3.5262
O 0.0058 -1.9735 4.0340
O 3.7517 -0.6994 0.6108
C 1.4406 -1.2933 2.2271
O -3.1266 -0.2254 0.2545
N 0.3378 -0.5281 0.2721
Pt 0.3393 0.1585 -1.7025
*
```

The calculation puts the HOMO-LUMO gap (alpha / beta) at 8.11 / 5.93 eV. As for the energy above the lowest of the compared OMol25 structures with the same formula, charge and spin: 22.4 kJ/mol. Its LUMO energy (alpha / beta) is -7.93 / -10.95 eV. For the total energy, the calculation gives -929.896471 a.u.